# 1
{
  "formula": "C44H51CrN10O2S2",
  "method": "the ωB97M-V functional and the def2-TZVPD basis",
  "spin_multiplicity": 5,
  "total_charge": 1,
  "de_lowest_kj_mol": 0.0,
  "homo_energy_ha": [-0.3522, -0.3511],
  "species": ["Cr", "C", "C", "O", "N", "C", "C", "C", "C", "C", "C", "N", "H", "H", "H", "H", "H", "H", "H", "H", "H", "H", "N", "C", "C", "C", "C", "C", "C", "C", "C", "C", "C", "C", "C", "N", "C", "C", "C", "C", "N", "H", "H", "H", "H", "H", "H", "H", "H", "H", "H", "N", "C", "N", "S", "H", "H", "H", "H", "C", "N", "C", "C", "N", "N", "C", "C", "H", "H", "H", "H", "H", "H", "H", "H", "H", "H", "H", "H", "H", "O", "S", "C", "C", "C", "C", "C", "C", "C", "C", "C", "C", "C", "C", "C", "C", "H", "H", "H", "H", "H", "H", "H", "H", "H", "H", "H", "H", "H", "H"],
  "coordinates": [[-0.773578, -0.688014, -0.230040], [-2.710750, -2.333226, -4.516989], [-2.629185, -1.479923, -3.282438], [-1.555520, -1.135301, -2.801494], [-3.793450, -1.095800, -2.717928], [-3.797524, -0.375044, -1.455524], [-3.046601, 0.938996, -1.540101], [-3.549246, 1.958818, -2.335947], [-2.856732, 3.151696, -2.429365], [-1.690585, 3.302375, -1.693111], [-1.265975, 2.251775, -0.903215], [-1.913873, 1.081284, -0.838926], [-2.250961, -3.295366, -4.291291], [-2.127831, -1.863721, -5.307513], [-3.728364, -2.495801, -4.865872], [-4.653596, -1.490126, -3.058305], [-3.381713, -0.994194, -0.656975], [-4.839427, -0.166166, -1.210996], [-4.472008, 1.800845, -2.877233], [-3.224597, 3.953944, -3.054755], [-1.120540, 4.219922, -1.716722], [-0.387280, 2.335124, -0.280390], [-1.153930, -9.143253, 5.592752], [-1.159445, -8.220706, 4.909748], [-1.166981, -7.063148, 4.054248], [-2.344884, -6.680182, 3.418499], [-2.350039, -5.562288, 2.603556], [-1.182746, -4.828648, 2.409546], [-0.006791, -5.223973, 3.041367], [0.003601, -6.333416, 3.868024], [-1.169859, -3.628730, 1.530868], [-0.396004, -3.708767, 0.379965], [0.183662, -4.886088, -0.169338], [0.689837, -4.547350, -1.400409], [0.413817, -3.171503, -1.564668], [-0.222114, -2.660288, -0.521167], [-1.950359, -2.532295, 1.931684], [-2.754148, -2.443616, 3.091514], [-3.338888, -1.191744, 3.087405], [-2.858766, -0.547283, 1.936486], [-2.031359, -1.331580, 1.239929], [-3.246893, -7.257343, 3.566551], [-3.261795, -5.257337, 2.107625], [0.895966, -4.646494, 2.890351], [0.911611, -6.637776, 4.369445], [0.185726, -5.859324, 0.291748], [1.190209, -5.186396, -2.107601], [0.624890, -2.567469, -2.436223], [-2.877432, -3.215521, 3.831748], [-4.021538, -0.781880, 3.812362], [-3.066115, 0.460391, 1.602105], [2.159405, 1.314754, 2.357716], [1.946625, 0.078930, 2.847252], [2.290157, -0.120651, 4.134956], [1.322533, -1.162559, 1.904725], [2.247301, 2.095173, 2.989259], [1.730008, 1.512472, 1.468331], [2.854322, 0.547158, 4.634050], [2.256763, -1.064095, 4.480280], [-0.057294, 4.761409, 1.689305], [-0.559349, 4.410798, 3.001700], [-1.621165, 5.313746, 3.432785], [-0.757803, 3.049098, 3.239529], [-0.694870, 2.214714, 2.262231], [-0.973581, 2.736448, 4.560462], [-0.473200, 3.536543, 5.659658], [-1.565612, 1.478233, 4.953003], [0.281128, 5.797846, 1.714577], [-0.827033, 4.661708, 0.915136], [0.780341, 4.120754, 1.423325], [-2.392101, 5.402967, 2.657714], [-1.212200, 6.305907, 3.627848], [-2.093525, 4.950402, 4.339398], [-0.676329, 1.255836, 2.600811], [0.136519, 4.354310, 5.287264], [0.139972, 2.911558, 6.316072], [-1.288439, 3.946615, 6.263407], [-1.994681, 0.965722, 4.097202], [-2.365967, 1.656577, 5.676011], [-0.830268, 0.813613, 5.418171], [0.860069, 0.108178, -1.326207], [1.316877, -0.007900, -2.771415], [3.043905, -0.566439, -2.758361], [4.063901, 0.372765, -2.195942], [4.942257, 1.027982, -3.054165], [5.899063, 1.896984, -2.553108], [5.986796, 2.113518, -1.186223], [5.120791, 1.453649, -0.325843], [4.159767, 0.585292, -0.824134], [1.509874, 1.701238, -3.300821], [1.862841, 1.784402, -4.760604], [1.079942, 1.146842, -5.719166], [1.408094, 1.237305, -7.062743], [2.516904, 1.970516, -7.461657], [3.294248, 2.616366, -6.512321], [2.970584, 2.519584, -5.166737], [3.247141, -0.800544, -3.805286], [2.986497, -1.504708, -2.201870], [4.884432, 0.844750, -4.120086], [6.584244, 2.392291, -3.227696], [6.739686, 2.782574, -0.791805], [5.197365, 1.604762, 0.741617], [3.497066, 0.055175, -0.151087], [2.259039, 2.174788, -2.663706], [0.530747, 2.136878, -3.087154], [0.208229, 0.579121, -5.414437], [0.794769, 0.738230, -7.800708], [2.770988, 2.042135, -8.510209], [4.154183, 3.196561, -6.817754], [3.578132, 3.023614, -4.425555]],
  "forces_ev_per_a": [[0.4, -0.1, -0.5], [0.0, 0.0, 0.0], [0.1, 0.0, 0.0], [0.1, 0.0, 0.0], [-0.1, 0.0, 0.0], [0.0, 0.0, 0.1], [-0.1, 0.0, 0.0], [0.0, 0.0, 0.0], [0.0, 0.0, 0.0], [-0.1, 0.0, 0.0], [0.0, 0.0, 0.1], [0.0, 0.0, 0.0], [0.0, 0.0, 0.0], [0.0, 0.0, 0.0], [0.0, 0.0, 0.0], [0.0, 0.1, 0.0], [0.0, 0.1, -0.1], [0.0, 0.0, 0.0], [0.0, 0.0, 0.0], [0.0, 0.0, 0.0], [0.0, 0.0, 0.0], [0.0, 0.0, 0.0], [0.0, -0.1, 0.1], [0.0, 0.1, -0.1], [0.0, -0.1, 0.0], [0.0, 0.0, 0.0], [0.0, 0.0, 0.0], [0.0, 0.0, 0.0], [0.0, 0.0, 0.0], [0.0, 0.0, 0.0], [0.0, 0.0, 0.0], [-0.1, 0.1, -0.1], [0.1, 0.0, 0.0], [0.0, 0.0, 0.1], [0.0, 0.0, -0.1], [0.0, -0.1, 0.1], [0.0, 0.1, 0.1], [0.0, 0.0, 0.0], [0.0, 0.0, 0.0], [0.0, 0.0, 0.0], [-0.1, 0.0, 0.0], [0.0, 0.0, 0.0], [0.0, 0.0, 0.0], [0.0, 0.0, 0.0], [0.0, 0.0, 0.0], [0.0, 0.0, 0.0], [0.0, 0.0, 0.0], [0.0, 0.0, 0.0], [0.0, 0.0, 0.0], [0.0, 0.0, 0.0], [0.0, 0.0, 0.0], [0.1, 0.0, 0.0], [0.1, -0.1, -0.1], [0.0, 0.0, 0.0], [0.0, 0.1, 0.1], [0.0, 0.0, 0.0], [0.0, 0.0, 0.0], [0.0, 0.0, 0.0], [0.0, 0.0, 0.0], [0.0, 0.0, 0.0], [-0.1, -0.1, 0.0], [0.0, 0.0, 0.0], [0.1, 0.1, 0.0], [0.0, 0.0, 0.0], [-0.1, 0.0, 0.0], [0.0, 0.0, 0.0], [0.0, -0.1, 0.0], [0.0, 0.0, 0.0], [0.0, 0.0, 0.0], [0.0, 0.0, 0.0], [0.0, 0.0, 0.0], [0.0, 0.0, 0.0], [0.0, 0.0, 0.0], [0.0, 0.0, 0.0], [0.0, 0.0, 0.0], [0.0, 0.0, 0.0], [0.0, 0.0, 0.0], [0.0, 0.0, 0.0], [0.0, 0.0, 0.0], [0.0, 0.0, 0.0], [0.0, 0.0, 0.2], [-0.2, -0.1, -0.1], [0.0, 0.0, 0.1], [0.0, 0.0, 0.0], [0.0, 0.0, 0.0], [0.0, 0.0, 0.0], [0.0, 0.0, 0.0], [-0.1, 0.0, 0.0], [0.0, 0.0, 0.0], [0.0, 0.0, 0.0], [0.0, 0.0, 0.0], [0.0, 0.0, 0.0], [0.0, 0.0, 0.0], [0.0, 0.0, 0.0], [0.0, 0.0, 0.0], [0.0, 0.1, -0.1], [0.0, 0.0, 0.0], [0.0, 0.0, 0.0], [0.0, 0.0, 0.0], [0.0, 0.0, 0.0], [0.0, 0.0, 0.0], [0.0, 0.0, 0.1], [-0.1, 0.0, 0.0], [0.0, 0.0, 0.0], [0.0, 0.0, 0.0], [0.0, 0.0, 0.0], [0.0, 0.0, 0.0], [0.0, 0.0, 0.0], [0.0, 0.0, 0.0], [0.0, 0.0, 0.0]]
}

# 2
{
  "formula": "C44H51FNO3S",
  "method": "the ωB97M-V functional and the def2-TZVPD basis",
  "total_charge": 1,
  "homo_energy_ha": -0.3974,
  "species": ["C", "C", "C", "C", "C", "C", "C", "C", "C", "F", "N", "C", "O", "C", "C", "O", "C", "S", "C", "O", "H", "H", "H", "H", "H", "H", "H", "H", "H", "H", "H", "H", "H", "H", "H", "H", "H", "H", "H", "H", "H", "C", "C", "C", "C", "C", "C", "H", "H", "H", "H", "H", "H", "C", "C", "C", "C", "C", "C", "H", "H", "H", "H", "H", "H", "C", "C", "C", "C", "C", "C", "H", "H", "H", "H", "H", "H", "C", "C", "C", "C", "C", "C", "H", "H", "H", "H", "H", "H", "C", "C", "C", "C", "C", "C", "H", "H", "H", "H", "H", "H"],
  "coordinates": [[-3.079997, 0.872396, -4.616758], [-3.960817, 1.206811, -3.308713], [-3.709234, 0.244788, -2.047542], [-2.182729, -0.099029, -1.740756], [-1.879678, -1.508372, -1.085715], [-0.406193, -1.905220, -0.709265], [-0.231423, -3.342974, -0.010590], [-0.302762, -3.094109, 1.580024], [-1.813998, -2.709856, 2.039328], [0.196635, -4.233043, 2.345953], [0.715057, -0.988334, -0.955894], [2.061174, -1.454399, -0.524649], [2.587496, -2.577564, -1.272169], [2.191960, -2.548227, -2.660576], [1.504455, -3.905657, -3.220105], [2.398167, -1.548530, -3.417627], [0.470950, 0.322416, -1.570358], [1.856456, 1.524899, -1.922979], [-0.954515, 0.821016, -1.979383], [-1.111218, 2.119091, -2.530604], [-3.800720, 0.578617, -5.471356], [-2.610863, 1.875088, -4.959087], [-2.249390, 0.106309, -4.462511], [-5.075319, 1.086258, -3.600715], [-3.867273, 2.294742, -2.936041], [-4.193114, 0.648573, -1.089693], [-4.231257, -0.761174, -2.291175], [-2.721213, -2.254355, -0.874681], [-1.148693, -3.974559, -0.321940], [0.687258, -3.923130, -0.359662], [0.343323, -2.200214, 1.934309], [-1.938164, -2.857445, 3.175853], [-2.619427, -3.233452, 1.423065], [-1.896126, -1.568909, 1.870707], [2.862899, -0.642835, -0.486240], [1.939334, -1.826845, 0.565622], [2.075656, -4.828709, -2.817713], [1.589453, -3.944803, -4.359041], [0.418223, -3.995540, -2.871643], [2.690293, 1.522241, -0.808789], [-1.696272, 2.617665, -1.916346], [8.180568, -1.674929, -1.988971], [8.143510, -1.281269, -3.323490], [6.937974, -1.290806, -4.019212], [5.767584, -1.683551, -3.375969], [5.804890, -2.071610, -2.044749], [7.010463, -2.073400, -1.349525], [9.120762, -1.671559, -1.447608], [9.055098, -0.968604, -3.822184], [6.910225, -0.992031, -5.061689], [4.824771, -1.688874, -3.912085], [4.889568, -2.376508, -1.549494], [7.038114, -2.383285, -0.310143], [2.347754, 0.892610, 2.468190], [2.660406, 1.696871, 3.559552], [1.653363, 2.387195, 4.226975], [0.331008, 2.265483, 3.808634], [0.017602, 1.458401, 2.719638], [1.025931, 0.775229, 2.046459], [3.134529, 0.356702, 1.945688], [3.689990, 1.786448, 3.889903], [1.898293, 3.019510, 5.073820], [-0.454627, 2.799971, 4.332123], [-1.013830, 1.362366, 2.394622], [0.781950, 0.150525, 1.194342], [-1.158718, -7.054569, 2.896976], [-2.101088, -6.724318, 1.928058], [-3.190495, -7.560141, 1.701496], [-3.342627, -8.722576, 2.451624], [-2.402213, -9.051120, 3.423233], [-1.307989, -8.219784, 3.643275], [-0.308459, -6.404533, 3.070530], [-1.985721, -5.813907, 1.347726], [-3.921623, -7.305598, 0.941195], [-4.194288, -9.371946, 2.278663], [-2.521870, -9.956668, 4.009107], [-0.572325, -8.479066, 4.396962], [2.833951, 6.703033, 8.226161], [3.489986, 7.476370, 7.273282], [3.098160, 7.418783, 5.939316], [2.042954, 6.594443, 5.559500], [1.384517, 5.823916, 6.513155], [1.782367, 5.874559, 7.845694], [3.141983, 6.745739, 9.265535], [4.308169, 8.124165, 7.570574], [3.614153, 8.016822, 5.195726], [1.734041, 6.553053, 4.520057], [0.560326, 5.182242, 6.217069], [1.272430, 5.269661, 8.587866], [-6.378158, 5.951194, -4.002454], [-7.218436, 5.816411, -5.103281], [-6.749534, 5.217332, -6.268490], [-5.442108, 4.743804, -6.329583], [-4.602816, 4.875139, -5.227413], [-5.069053, 5.482647, -4.065226], [-6.743098, 6.421486, -3.095357], [-8.239741, 6.179490, -5.053412], [-7.402879, 5.118528, -7.128741], [-5.077909, 4.272425, -7.236436], [-3.583429, 4.504406, -5.273959], [-4.412749, 5.590068, -3.207797]],
  "forces_ev_per_a": [[-0.6, 1.4, -0.4], [-0.6, 0.0, 0.4], [0.4, -0.7, -0.6], [2.8, -1.7, 1.2], [3.8, 2.6, -0.7], [-2.9, 1.4, -1.2], [-0.3, 0.5, 0.1], [-0.6, 0.4, 1.1], [1.0, 0.6, 0.1], [-0.9, 1.7, -1.8], [-3.5, 0.6, -1.1], [1.5, -0.1, 1.7], [-2.3, 0.8, -1.7], [0.5, 2.0, -3.5], [1.1, -0.1, 0.6], [-1.1, -4.3, 4.1], [-1.6, 0.1, 0.3], [-1.1, -1.0, 0.5], [0.0, -2.6, 1.5], [0.3, -2.2, 1.7], [1.4, 0.1, 1.4], [-0.5, -1.8, 0.5], [-1.3, 1.0, -0.2], [1.8, 0.2, 0.7], [0.1, -1.6, -0.9], [0.7, -0.5, -1.3], [1.0, 1.5, 0.6], [1.5, 1.3, -0.4], [1.5, 1.1, 0.5], [-1.0, 1.1, 0.7], [-0.8, -1.6, -0.8], [0.2, -0.1, -1.9], [1.1, 0.5, 1.1], [0.0, -1.8, 0.2], [-1.6, -0.8, -0.4], [0.2, 0.5, -1.9], [-0.9, 1.6, -0.4], [-0.3, 0.4, 1.7], [1.5, 0.3, -0.5], [-1.1, -0.5, -0.6], [0.4, -0.3, -0.6], [-0.1, 0.0, 0.0], [-0.1, 0.0, 0.0], [0.0, 0.0, 0.1], [0.1, 0.1, -0.2], [0.1, 0.0, 0.1], [0.0, 0.1, -0.1], [-0.1, 0.0, -0.1], [-0.1, 0.0, 0.0], [0.0, 0.0, 0.1], [0.1, 0.0, 0.0], [0.2, 0.0, 0.0], [0.0, 0.0, -0.1], [-0.1, 0.0, 0.0], [0.0, 0.0, 0.0], [0.0, -0.1, -0.1], [0.1, 0.0, -0.1], [0.0, 0.0, 0.0], [0.1, 0.1, 0.2], [0.0, 0.0, 0.1], [-0.1, 0.0, 0.0], [0.0, -0.1, -0.1], [0.1, -0.1, -0.1], [0.1, 0.0, 0.0], [-0.1, 0.1, 0.1], [0.0, 0.0, 0.0], [0.0, -0.2, 0.1], [0.1, 0.0, 0.1], [0.1, 0.1, 0.0], [0.0, 0.1, 0.0], [-0.1, 0.0, -0.1], [-0.1, -0.1, 0.0], [0.0, -0.1, 0.0], [0.0, 0.0, 0.1], [0.1, 0.1, 0.0], [0.0, 0.1, -0.1], [-0.1, 0.0, -0.1], [0.0, 0.0, -0.1], [-0.1, -0.1, 0.0], [-0.1, -0.1, 0.1], [0.0, 0.0, 0.1], [0.1, 0.0, 0.0], [0.0, 0.0, 0.0], [0.0, 0.0, -0.1], [-0.1, -0.1, 0.0], [-0.1, 0.0, 0.1], [0.0, 0.0, 0.1], [0.0, 0.1, 0.0], [0.0, 0.1, -0.1], [0.0, 0.0, 0.0], [0.1, 0.0, 0.0], [0.1, 0.0, 0.1], [0.0, 0.0, 0.1], [-0.1, 0.0, 0.0], [-0.1, -0.1, -0.1], [0.0, 0.0, -0.1], [0.1, 0.0, 0.0], [0.1, 0.0, 0.1], [0.0, 0.1, 0.1], [-0.1, 0.1, 0.0], [0.0, 0.0, -0.1]]
}

Calculated total energy readings, ordered: -115541.8777, -67627.9335 eV